Run a
Molecular formula: C3H5NOS2
Method: DFT, ωB97M-V/def2-TZVPD

Last column: Löwdin charge in e.
CARTESIAN COORDINATES (ANGSTROEM)
C -1.2719 -0.0945 -1.4155  -0.18
C 0.2194 -0.2485 -1.2547  -1.19
C -0.5386 -0.0668 1.4136  -0.49
H -1.8012 -0.9596 -0.9719  0.09
H -1.5189 -0.0341 -2.4523  0.05
H -1.6541 0.8203 -0.8994  0.10
H -1.3037 -0.8085 1.3664  0.08
H -1.5197 1.5296 3.7110  0.11
N -0.5402 0.8600 2.2801  -0.08
O -1.6420 0.7610 3.1064  -0.07
S 1.2505 -0.4402 -2.4948  0.65
S 0.8908 -0.1971 0.3682  0.92

Values from the calculation:
orbital gap: 8.588 eV
HOMO energy: -8.837 eV


Run b
Molecular formula: C3H5NOS2
Method: DFT, ωB97M-V/def2-TZVPD

Last column: Löwdin charge in e.
CARTESIAN COORDINATES (ANGSTROEM)
C 0.3642 -0.9557 0.1307  -0.83
C 0.2146 0.5180 0.5586  -0.36
C 1.1437 1.4637 -0.0235  -0.13
H -2.3748 0.0237 -0.9984  -0.10
H -0.7746 -2.5145 -0.3984  0.07
H -0.2282 0.7196 1.5482  0.15
H 1.3713 2.3900 0.5163  0.12
H 1.8454 1.0865 -0.7740  0.11
N -0.8218 -1.5517 -0.1267  -0.43
O -0.2060 1.4204 -0.4458  -0.07
S -2.3254 -0.8357 0.0646  0.80
S 1.7917 -1.7641 -0.0516  0.67

Values from the calculation:
orbital gap: 8.979 eV
HOMO energy: -8.825 eV


Most favorable structure: run b. The second most favorable one is 31.4 kJ/mol above it.


Run a
Molecular formula: C4H8BrN2
Method: DFT, ωB97M-V/def2-TZVPD

Last column: Löwdin charge in e.
CARTESIAN COORDINATES (ANGSTROEM)
C 0.7201 -1.3878 0.6433  -0.09
C 0.0243 -0.3136 -1.1950  -0.17
C -0.6548 0.3424 0.0026  -0.71
C -0.2348 1.7519 0.3771  -0.05
N -0.1695 -0.5544 1.0601  0.06
N 0.9364 -1.2717 -0.6334  0.07
Br -2.7141 -0.0378 -0.0641  0.68
H 1.2317 -2.1484 1.2934  0.20
H -0.8561 -0.8662 -1.8196  0.15
H 0.6353 0.3883 -1.9633  0.19
H -0.8861 2.4332 -0.1308  0.08
H 0.8043 1.8345 -0.0375  0.11
H -0.2618 1.9318 1.4970  0.12
H -0.3780 -0.3609 2.0000  0.15
H 1.8033 -1.7413 -1.0297  0.22

Values from the calculation:
charge: +1
orbital gap: 10.191 eV
HOMO energy: -14.289 eV


Run b
Molecular formula: C4H8BrN2
Method: DFT, ωB97M-V/def2-TZVPD

Last column: Löwdin charge in e.
CARTESIAN COORDINATES (ANGSTROEM)
C -0.0684 -1.8273 0.8327  -0.10
C -0.1406 0.3285 1.2001  -0.06
C -0.2439 0.1576 -0.1666  -0.32
C -0.5845 1.1584 -1.2353  -0.01
N -0.1719 -1.2304 -0.3802  0.14
N -0.0132 -0.9318 1.7740  0.11
Br 2.9153 -0.0947 0.2103  0.44
H -0.1301 -2.9227 0.8647  0.17
H 2.9311 0.9714 1.2131  -0.20
H 0.0247 1.2193 1.7002  0.12
H -0.1162 1.0298 -2.1981  0.08
H -0.3400 2.2091 -0.9506  0.11
H -1.7239 1.1194 -1.2988  0.12
H 0.0606 -1.6620 -1.2821  0.19
H -0.2616 -1.0983 2.7470  0.19

Values from the calculation:
charge: +1
orbital gap: 10.370 eV
HOMO energy: -13.696 eV


Most favorable structure: run b. The second most favorable one is 72.5 kJ/mol above it.


Run a
Molecular formula: C2H3N3O2S
Method: DFT, ωB97M-V/def2-TZVPD

Last column: Löwdin charge in e.
CARTESIAN COORDINATES (ANGSTROEM)
C -0.4445 1.9583 0.2247  -0.50
C 1.4984 -0.2770 -0.1966  -0.21
N -0.4710 2.5774 1.2257  0.13
N -0.6047 1.3793 -0.9253  -0.29
N -1.8989 -1.1556 0.3924  -0.14
O -2.2969 -2.1447 0.9332  0.04
O -0.8999 -1.3831 -0.4224  -0.36
S -0.0779 -0.0670 -1.3067  1.09
H 2.3080 0.5539 -0.4940  0.11
H 1.8929 -1.3583 -0.2444  0.07
H 0.9946 -0.0833 0.8134  0.06

Values from the calculation:
orbital gap: 9.613 eV
HOMO energy: -10.243 eV


Run b
Molecular formula: C2H3N3O2S
Method: DFT, ωB97M-V/def2-TZVPD

Last column: Löwdin charge in e.
CARTESIAN COORDINATES (ANGSTROEM)
C -1.5498 -0.3271 0.0037  -0.50
C 0.0591 0.9850 -0.0016  -0.50
H -3.3884 0.0166 -0.0004  0.10
H 0.3289 2.8065 -0.0036  0.12
H 2.3217 -0.9795 1.2533  -0.12
N -1.2541 1.0104 0.0080  0.19
N 0.5256 -0.2810 -0.0130  -0.47
N -0.5535 -1.1596 -0.0102  0.11
O -2.8200 -0.7481 0.0067  0.10
O 0.8815 2.0235 0.0065  0.12
S 2.1353 -0.8114 -0.0788  0.85

Values from the calculation:
orbital gap: 9.793 eV
HOMO energy: -9.257 eV


Most favorable structure: run b. The second most favorable one is 501.2 kJ/mol above it.


Run a
Molecular formula: C17H24N2O3
Method: DFT, ωB97M-V/def2-TZVPD

Last column: Löwdin charge in e.
CARTESIAN COORDINATES (ANGSTROEM)
O -1.1048 -2.5871 0.3089  0.08
O -2.3344 -0.3113 2.0981  0.06
O -0.0826 -0.2488 2.6663  -0.06
C -0.0841 -2.1643 -0.1968  -0.43
C -1.1404 -0.0440 1.7637  -0.27
C 3.8710 -0.0981 -2.3824  -0.09
C 3.7725 0.0283 -0.9627  -0.04
C 2.7222 -0.3670 -3.0631  -0.10
C 2.5597 -0.3404 -0.2615  -0.02
C 1.4833 -0.5238 -2.4188  0.00
C 1.4242 -0.6075 -1.0142  -0.29
N -2.4152 2.6504 -0.4616  -0.23
N 0.2244 -0.8316 -0.3123  0.07
C -0.4945 -0.6524 3.9605  -0.07
C -3.1857 3.8547 -0.2635  -0.09
C 1.8703 -3.5497 0.6714  -0.09
C 0.8873 -3.3155 -0.4848  -0.16
C -1.0695 2.6631 0.1382  -0.17
C -3.0873 1.3536 -0.4964  -0.19
C -0.0863 1.5166 -0.0004  -0.14
C -2.1006 0.2594 -0.7745  -0.06
C -0.7730 0.2062 0.1861  -0.21
H 4.8332 0.2769 -2.7586  0.11
H 4.6394 0.2518 -0.3029  0.11
H 2.7501 -0.3900 -4.1694  0.11
H 2.6194 -0.3604 0.8237  0.11
H 0.5554 -0.5700 -2.9742  0.12
H -0.7309 -1.7516 3.9259  0.12
H 0.2658 -0.4676 4.6736  0.07
H -1.3563 -0.0610 4.2643  0.09
H -3.4601 3.8767 0.7517  0.06
H -2.5966 4.7621 -0.5126  0.09
H -4.0926 3.8181 -0.8888  0.09
H 2.3175 -2.5702 1.0757  0.07
H 2.8411 -4.0772 0.3110  0.10
H 1.4580 -4.1962 1.4624  0.07
H 0.3386 -4.2169 -0.6319  0.10
H 1.4413 -3.1119 -1.4674  0.12
H -0.4912 3.5189 -0.1118  0.11
H -1.2833 2.6194 1.2089  0.12
H -3.9217 1.3719 -1.2095  0.13
H -3.4677 1.2393 0.5105  0.11
H 0.6206 1.6019 0.7757  0.12
H 0.2206 1.7603 -0.9864  0.12
H -2.6335 -0.7112 -0.7071  0.13
H -1.7234 0.4962 -1.7633  0.12

Values from the calculation:
orbital gap: 8.416 eV
HOMO energy: -7.758 eV


Run b
Molecular formula: C17H24N2O3
Method: DFT, ωB97M-V/def2-TZVPD

Last column: Löwdin charge in e.
CARTESIAN COORDINATES (ANGSTROEM)
C -4.5569 -0.0947 -1.9639  -0.05
C -3.1611 -0.1712 -1.3095  -0.57
C -3.2421 -0.2233 0.2157  -0.03
C -2.4341 -1.4295 -1.8065  -0.05
C -0.9646 -1.5253 -1.3422  -0.37
O -0.3664 -2.5979 -1.3359  0.07
N -0.3084 -0.3411 -1.0031  0.12
C -0.8652 0.9398 -1.1359  -0.38
O -0.2117 1.9462 -0.8741  0.06
C -2.2931 1.0357 -1.6977  -0.05
H -4.4762 -0.0606 -3.0608  0.09
H -5.1558 -0.9803 -1.7021  0.09
H -5.1055 0.7985 -1.6381  0.09
H -2.2169 -0.2447 0.6082  0.09
H -3.7488 0.6716 0.6030  0.10
H -3.7652 -1.1304 0.5451  0.10
H -2.9822 -2.3269 -1.4525  0.14
H -2.4828 -1.5224 -2.9037  0.14
H -2.2711 1.1961 -2.7897  0.14
H -2.7656 1.9582 -1.3107  0.13
C 2.0096 0.4322 5.4971  -0.08
O 2.2645 -0.6843 4.6239  -0.11
C 1.9187 -0.5263 3.2930  -0.25
C 2.1655 -1.6529 2.4716  0.00
C 1.8820 -1.5861 1.1262  -0.02
C 1.4787 -0.3716 0.5720  -0.19
C 1.2951 -0.3874 -0.9302  -0.20
N 2.0548 0.5514 -1.6431  -0.22
C 2.1230 0.3899 -3.0918  -0.05
C 3.0451 1.4355 -1.0360  -0.06
C 1.2324 0.7506 1.3591  -0.04
C 1.4852 0.6966 2.7248  -0.01
H 2.1943 0.0698 6.5120  0.09
H 2.6940 1.2533 5.2511  0.09
H 0.9695 0.7669 5.3911  0.09
H 2.5856 -2.5559 2.9341  0.12
H 1.9540 -2.4571 0.4935  0.12
H 1.4992 -1.3964 -1.4060  0.15
H 2.8263 1.1420 -3.4775  0.08
H 2.4688 -0.6278 -3.3440  0.09
H 1.1222 0.5560 -3.5195  0.08
H 3.6932 1.7979 -1.8441  0.08
H 2.5787 2.3273 -0.5811  0.08
H 3.6760 0.9248 -0.2797  0.10
H 0.8011 1.6612 0.9216  0.11
H 1.3561 1.5926 3.3363  0.10

Values from the calculation:
orbital gap: 8.794 eV
HOMO energy: -8.098 eV


Most favorable structure: run b. The second most favorable one is 202.2 kJ/mol above it.


Run a
Molecular formula: C2HClF2O2
Method: DFT, ωB97M-V/def2-TZVPD

Last column: Löwdin charge in e.
CARTESIAN COORDINATES (ANGSTROEM)
C -2.1139 -0.5138 0.9816  -0.58
C 1.9506 0.0585 -0.4795  -0.47
O -1.8331 0.0940 1.8689  0.20
O -2.5749 -1.1831 0.1983  0.23
F 2.8978 0.9343 -0.5988  0.05
F -0.8989 1.0517 -1.3691  -0.56
Cl 0.4501 0.5588 0.1069  1.01
H 2.1223 -1.0003 -0.7083  0.10

Values from the calculation:
orbital gap (alpha / beta): 7.782 / 9.751 eV
HOMO energy (alpha / beta): -9.713 / -11.007 eV


Run b
Molecular formula: C2HClF2O2
Method: DFT, ωB97M-V/def2-TZVPD

Last column: Löwdin charge in e.
CARTESIAN COORDINATES (ANGSTROEM)
C -1.2467 -1.5243 -2.9996  -0.37
C -0.1181 -2.2073 -3.1114  -0.43
O 0.0106 0.0768 0.0557  -0.13
O -0.7442 0.8573 -0.8844  -0.44
F -0.1043 -3.2979 -3.9456  0.06
F 1.0492 -2.2099 -2.4520  0.11
Cl -1.6299 -0.2166 -2.1623  1.07
H 0.9998 0.3103 0.0610  0.13

Values from the calculation:
orbital gap: 7.998 eV
HOMO energy: -9.824 eV


Most favorable structure: run a. The second most favorable one is 480.9 kJ/mol above it.


Run a
Molecular formula: C5H9N2OS
Method: DFT, ωB97M-V/def2-TZVPD

Last column: Löwdin charge in e.
CARTESIAN COORDINATES (ANGSTROEM)
C -1.8038 -0.4677 0.0351  -0.47
C 0.5992 -0.4694 -1.3809  0.03
C 0.8302 -1.1962 -0.0255  -0.16
C -0.6485 1.1560 0.5661  -0.57
C -0.3392 -0.2504 -0.2019  -0.26
N -2.0099 0.6843 0.6798  0.12
N 1.9200 -0.7556 0.8968  0.20
O -2.4570 -1.4564 -0.0958  0.16
S -0.4622 2.5977 -0.4940  0.80
H 1.1574 0.4196 -1.7126  0.11
H 0.1367 -1.0645 -2.1801  0.13
H 0.5404 -2.1749 0.0061  0.13
H 0.0585 1.3286 1.3329  0.07
H -2.5879 1.4527 0.5376  0.12
H 2.8447 -1.3788 0.7563  0.24
H 1.5280 -0.9474 1.8666  0.20
H 2.1840 0.2959 0.7915  0.21
H -1.4907 2.2263 -1.3778  -0.05

Values from the calculation:
charge: +1
orbital gap: 8.833 eV
HOMO energy: -13.075 eV


Run b
Molecular formula: C5H9N2OS
Method: DFT, ωB97M-V/def2-TZVPD

Last column: Löwdin charge in e.
CARTESIAN COORDINATES (ANGSTROEM)
C 1.4691 0.5599 -0.3468  -0.21
C 1.1959 -0.3862 0.7648  -0.11
C 0.3892 1.5849 -0.2997  -0.17
C -0.8216 -1.4422 -0.4865  -0.08
C -0.4061 -0.4824 0.6933  -0.26
N -0.7411 0.9401 0.3634  -0.50
N -2.2925 -1.4435 -0.4794  0.10
O -2.8901 -0.3582 -0.3465  -0.22
S -2.2577 1.4102 0.3820  1.18
H 2.5478 0.8873 -0.2275  0.16
H 1.6103 -0.0171 -1.1607  0.07
H 1.6274 -1.4032 0.5526  0.15
H 1.3881 0.0830 1.7448  0.14
H 0.8762 2.4504 0.1765  0.14
H -0.0213 1.8770 -1.3325  0.16
H -0.4487 -1.0083 -1.4200  0.15
H -0.4823 -2.4980 -0.2584  0.16
H -0.7428 -0.7535 1.6806  0.15

Values from the calculation:
charge: +1
orbital gap: 7.554 eV
HOMO energy: -13.761 eV


Most favorable structure: run a. The second most favorable one is 265.1 kJ/mol above it.